# 1
Molecular formula: C6H5Cl3P2
Method: DFT, ωB97M-V with the def2-TZVPD basis set

SMILES: Cl[PH]#C/C=C\C=C/C#P(Cl)Cl
HOMO-LUMO gap: 8.26 eV
HOMO level: -8.75 eV

```
16
Properties=species:S:1:pos:R:3:forces:R:3
C -1.3780 1.5920 0.5834 -0.497 -0.862 3.980
C -1.1171 0.7383 1.6827 1.409 0.922 -4.971
C -0.7213 1.6164 -0.6877 -1.612 1.108 -1.395
C -0.1663 -0.3623 1.5861 -1.878 0.575 2.250
C 0.1688 0.6988 -1.1239 0.303 -2.170 3.777
C 0.3728 -0.7266 0.4396 1.234 2.144 -2.907
P 1.1213 0.5744 -2.6517 -0.946 1.066 -0.013
P 1.6640 -2.0112 0.2682 0.376 1.436 0.116
Cl 2.9177 -0.2591 -2.1619 -0.151 -0.229 0.095
Cl 0.7749 -2.8932 -1.2720 -0.524 -1.005 -1.514
Cl 1.1475 -3.3151 1.7236 -0.281 -0.412 0.814
H -2.1367 2.3608 0.9096 0.900 -0.625 -1.203
H -1.6317 0.9294 2.5520 -0.974 0.231 1.913
H -1.2401 2.4510 -1.3537 1.882 -1.677 0.899
H -0.0805 -0.9148 2.5753 0.330 0.255 -1.566
H 0.3048 -0.4787 -3.0696 0.429 -0.757 -0.273
```
Positions in Å, forces in eV/Å.

Atomic partial charges in e from the Löwdin method, atoms 1 to 5: atom 1 (C): -0.111, atom 2 (C): -0.070, atom 3 (C): -0.210, atom 4 (C): -0.219, atom 5 (C): -0.370

=====

# 2
Molecular formula: C9H13NO2
Method: DFT, ωB97M-V with the def2-TZVPD basis set

SMILES: Cc1ccc(O)cc1.CC(N)=O
HOMO-LUMO gap: 9.47 eV
HOMO level: -8.75 eV
relative energy (zero: lowest compared OMol25 entry of this formula, charge and spin): 43.5 kJ/mol

```
25
Properties=species:S:1:pos:R:3:forces:R:3
C -2.0003 1.3246 -4.0393 -0.502 0.345 0.982
C -1.1770 1.3209 0.1812 -0.614 -0.399 0.618
C -1.2494 2.5162 -0.4778 0.622 1.288 -0.796
C -1.4301 0.1300 -0.4884 0.316 0.285 -0.318
C -1.4565 2.5474 -1.8583 -0.754 -0.993 -0.003
C -1.7061 0.1562 -1.8501 -0.096 -0.033 0.845
C -1.7968 1.3714 -2.5224 1.017 -0.197 -1.098
O -0.8995 1.3213 1.5483 -0.878 -0.248 0.144
H -1.7240 1.0377 1.9974 0.847 0.185 -0.259
H -1.0561 3.4528 0.0412 0.029 -0.278 0.097
H -1.3332 -0.7926 0.0547 0.001 -0.293 0.074
H -1.3934 3.4282 -2.4757 -0.061 0.455 0.331
H -1.7908 -0.7945 -2.3648 -0.243 0.135 -0.145
H -3.0064 0.9490 -4.2374 0.074 -0.042 -0.198
H -1.9163 2.3107 -4.4961 0.073 -0.037 0.028
H -1.2771 0.6533 -4.4760 0.177 -0.173 -0.283
C 3.0162 -3.3687 2.5040 0.664 0.436 0.524
C 2.9607 -1.8509 2.4581 -0.188 -0.180 -0.303
O 3.4606 -1.2061 1.5606 0.110 -0.040 0.044
N 2.2756 -1.2639 3.4758 -0.060 0.003 0.459
H 2.3380 -0.2657 3.5822 -0.067 0.043 -0.146
H 1.9316 -1.7962 4.2585 0.108 0.062 -0.173
H 2.5758 -3.7926 1.6073 0.039 -0.084 0.044
H 2.5821 -3.7485 3.4194 -0.531 -0.227 -0.002
H 4.0726 -3.6399 2.5976 -0.082 -0.013 -0.466
```
Positions in Å, forces in eV/Å.

Atomic partial charges in e from the Löwdin method, atoms 1 to 5: atom 1 (C): -0.051, atom 2 (C): -0.335, atom 3 (C): -0.021, atom 4 (C): -0.017, atom 5 (C): -0.037

=====

# 3
Molecular formula: C15H33F3O15
Method: DFT, ωB97M-V with the def2-TZVPD basis set

SMILES: O=C1OC[C@@H](F)O1.O=C1OC[C@@H](F)O1.O=C1OC[C@@H](F)O1.CO.CO.CO.CO.CO.CO
HOMO-LUMO gap: 9.84 eV
HOMO level: -9.84 eV

```
66
Properties=species:S:1:pos:R:3:forces:R:3
C -1.5816 -3.9159 2.0774 -1.477 1.388 0.755
C -0.3117 -3.3190 1.5242 0.599 -0.919 -0.190
O 0.0163 -4.2470 0.4913 0.220 0.879 0.447
C -0.9240 -5.2118 0.3929 0.224 -0.916 -0.399
O -0.8165 -6.1583 -0.3284 -0.341 0.632 0.263
O -1.9453 -4.9877 1.2465 0.445 -0.194 -0.446
F 0.6721 -3.2996 2.4689 0.275 -0.460 0.021
H -2.3289 -3.1173 2.0549 -0.341 -0.340 -0.233
H -1.5793 -4.2561 3.1128 0.706 -0.017 -0.025
H -0.3454 -2.2962 1.1553 -0.267 -0.174 -0.346
C 1.2148 3.5639 -3.9900 -0.755 0.002 0.116
C 1.2986 3.9996 -2.5066 -0.236 -1.072 -2.104
O -0.0373 4.1778 -2.1881 -0.047 -0.282 1.252
C -0.7751 4.3472 -3.2951 -1.671 1.321 -1.194
O -1.9221 4.6874 -3.3434 0.922 -0.526 0.560
O -0.0339 4.1820 -4.4050 1.228 -0.287 0.062
F 1.9235 5.2041 -2.4685 0.403 0.143 0.508
H 1.0293 2.5043 -4.1662 0.468 -0.187 0.476
H 2.0909 3.8793 -4.5501 -0.300 0.362 -0.196
H 1.7817 3.2302 -1.9076 -0.031 0.518 0.577
C -0.4993 -3.9924 -4.1651 -0.250 -0.560 0.424
C 0.2056 -3.0354 -5.0975 1.347 -0.982 -0.788
O 0.6206 -1.9938 -4.2855 -0.177 0.486 0.745
C 0.4822 -2.3315 -2.9456 -1.130 -0.400 -1.224
O 0.7648 -1.5844 -2.0796 0.279 -0.239 0.469
O -0.0970 -3.5679 -2.8477 0.414 0.961 -0.358
F -0.5299 -2.6355 -6.1706 -0.578 0.446 0.557
H -0.1973 -5.0266 -4.3130 0.181 0.054 0.075
H -1.5862 -3.9741 -4.2535 -0.012 0.353 -0.006
H 1.1041 -3.4609 -5.5566 -0.057 -0.163 0.132
C 4.3771 2.3138 0.6124 0.628 0.316 -0.355
O 3.2732 3.2184 0.5121 -0.395 -0.885 0.263
H 4.3849 1.5970 1.4373 -0.406 0.408 0.385
H 4.4153 1.6727 -0.2681 -0.127 0.380 -0.258
H 5.2640 2.9478 0.6518 0.330 -0.465 0.027
H 3.1164 3.5919 1.3858 0.016 0.140 -0.069
C -2.9753 1.8101 1.2200 -0.146 2.095 -0.893
O -2.1803 2.5552 0.2529 0.323 -1.324 0.628
H -3.3894 0.8952 0.8003 -0.009 -0.032 0.084
H -2.5068 1.6738 2.1910 0.297 -0.234 -0.144
H -3.7313 2.5821 1.3634 -0.678 -0.689 0.392
H -1.3159 2.1262 0.1997 0.090 0.354 -0.099
C 0.7841 0.5035 0.5848 -0.402 -0.884 -0.152
O 0.7145 1.9186 0.6961 0.844 -0.601 -0.062
H 0.6521 0.1487 -0.4425 -0.128 0.193 0.033
H 1.7493 0.0964 0.9053 0.008 0.143 0.181
H 0.0182 0.0436 1.2135 0.011 0.101 0.024
H 1.6498 2.1336 0.5501 -0.326 1.094 -0.048
C -0.5592 2.2316 3.8622 2.686 0.424 -1.862
O -1.0920 3.5401 3.6997 -0.672 -0.420 0.912
H 0.5361 2.3598 3.8036 0.152 -0.147 0.617
H -0.7079 1.6423 4.7607 -1.002 0.494 0.094
H -0.6368 1.6808 2.9208 -0.869 -0.529 0.407
H -0.5226 3.9522 3.0469 -0.190 0.124 -0.127
C 0.9618 -0.9924 4.9928 0.219 -0.537 0.325
O 0.9491 -0.6840 3.6129 -0.261 0.371 -0.004
H -0.0493 -1.1783 5.3550 -0.110 0.167 -0.271
H 1.5188 -1.9194 5.1593 0.095 0.052 0.111
H 1.3973 -0.2007 5.6061 -0.005 0.066 -0.059
H 1.7613 -0.2145 3.4097 0.005 -0.026 -0.073
C -2.6394 -1.3143 -0.4075 1.520 0.839 0.901
O -2.3748 -2.6202 -0.8559 -0.238 -0.142 -0.447
H -1.7348 -0.6835 -0.4054 0.167 -0.196 -0.555
H -3.3526 -0.7357 -0.9929 -0.537 -0.373 0.368
H -2.7822 -1.3838 0.6749 -1.056 0.117 -0.189
H -2.6662 -2.6732 -1.7690 0.126 -0.223 -0.013
```
Positions in Å, forces in eV/Å.

Atomic partial charges in e from the Löwdin method, atoms 1 to 5: atom 1 (C): -0.077, atom 2 (C): -0.278, atom 3 (O): 0.132, atom 4 (C): -0.556, atom 5 (O): 0.160

=====

# 4
Molecular formula: C3H7BrO2
Method: DFT, ωB97M-V with the def2-TZVPD basis set

SMILES: O=CO.C=C.Br
HOMO-LUMO gap: 11.12 eV
HOMO level: -10.42 eV
relative energy (zero: lowest compared OMol25 entry of this formula, charge and spin): 132.6 kJ/mol

```
13
Properties=species:S:1:pos:R:3:forces:R:3
C -1.1636 -0.6949 0.2971 -1.882 0.419 0.250
C -1.1323 -1.6876 -0.5628 0.691 -2.061 -1.007
C 1.9383 1.1924 -0.3355 0.773 -2.036 -3.343
O 2.3964 2.2713 -0.4018 1.296 3.248 -0.054
O 1.2678 0.7018 0.6174 -1.797 -1.050 3.194
Br 3.0954 3.0577 2.5651 0.014 0.009 0.384
H 2.0946 0.4870 -1.2204 -0.458 0.310 1.244
H -0.7534 0.3019 0.1029 -0.264 -0.821 0.075
H -1.8978 -0.8019 1.1089 0.713 0.238 0.083
H -0.5443 -1.6812 -1.4748 0.153 0.510 -0.046
H -1.5479 -2.7299 -0.4645 -0.038 1.457 0.534
H 2.8316 2.7198 1.1900 0.060 0.256 -0.167
H 1.0425 1.3107 1.3800 0.737 -0.478 -1.146
```
Positions in Å, forces in eV/Å.

Atomic partial charges in e from the Löwdin method, atoms 1 to 5: atom 1 (C): -0.092, atom 2 (C): -0.090, atom 3 (C): -0.475, atom 4 (O): 0.032, atom 5 (O): 0.072

=====

HOMO level of number 2 (C9H13NO2)? -8.75 eV

=====

The lowest HOMO level belongs to which entry? C3H7BrO2

=====

Which of these has the highest HOMO-LUMO gap? C3H7BrO2

=====

Number 3 is which compound? C15H33F3O15